(1)
The following is a DFT calculation (the ωB97M-V functional and the def2-TZVPD basis) of a molecular structure, C39H33BrN4O6PReS.

The geometry in XYZ format:
```
86
Properties=species:S:1:pos:R:3
Re 0.62643 0.83952 0.79566
C -2.35568 5.82524 -3.22117
C -1.41566 5.40156 -2.12529
C -1.86339 5.32493 -0.80654
C -1.02213 4.90866 0.20683
C 0.28740 4.55960 -0.09785
C 0.75649 4.63708 -1.39689
C -0.09866 5.05870 -2.40501
S 1.35026 3.98476 1.19181
O 2.61362 3.65930 0.58729
O 1.29783 4.94607 2.26365
N 0.66229 2.59765 1.73354
C 0.00350 2.65525 3.04437
C -0.37792 1.25344 3.49924
O -0.88574 1.07203 4.58647
O -0.14585 0.29691 2.63546
H -2.82597 6.78254 -2.98896
H -3.15388 5.09133 -3.34964
H -1.83410 5.92281 -4.17268
H -2.89138 5.57794 -0.57400
H -1.38301 4.83422 1.22353
H 1.77802 4.35745 -1.61347
H 0.26457 5.09839 -3.42491
H -0.91745 3.24250 2.99671
H 0.64324 3.10178 3.80368
C 3.67783 -0.50859 -1.39715
C 2.74449 -1.34844 -2.22820
C 3.15360 -1.66884 -3.51972
C 2.41568 -2.50046 -4.34252
C 1.24220 -3.05310 -3.86488
C 0.80569 -2.73635 -2.58810
C 1.52108 -1.86834 -1.76200
P 0.93725 -1.46915 -0.05325
C -0.57557 -2.47985 0.13742
C -1.56549 -2.15022 -0.79503
C -2.77016 -2.82737 -0.84835
C -3.00965 -3.85012 0.05547
C -2.06726 -4.13185 1.02862
C -0.85633 -3.44406 1.11610
C 0.02068 -3.73002 2.30876
C 2.31968 -2.12135 0.90557
C 2.86818 -3.39248 0.73623
C 3.97083 -3.77119 1.47524
C 4.53306 -2.86674 2.37688
C 4.01585 -1.59166 2.50414
C 2.91100 -1.18715 1.74679
C 2.42408 0.23218 1.76903
H 4.32002 0.08481 -2.04816
H 4.31541 -1.14441 -0.77722
H 3.15260 0.17817 -0.74008
H 4.07535 -1.23371 -3.88771
H 2.74953 -2.70063 -5.35206
H 0.64938 -3.71427 -4.48388
H -0.11249 -3.18336 -2.23943
H -1.38172 -1.34819 -1.50034
H -3.51583 -2.54698 -1.58104
H -3.94785 -4.39110 0.03885
H -2.28671 -4.88338 1.77896
H -0.57528 -4.21234 3.08400
H 0.44198 -2.81729 2.72882
H 0.85156 -4.39281 2.06768
H 2.42449 -4.07766 0.02170
H 4.39629 -4.75950 1.35518
H 5.39440 -3.15893 2.96539
H 4.47826 -0.88049 3.17880
H 3.19169 0.87327 1.30525
H 2.34551 0.56694 2.80703
N 1.19193 1.47662 -1.07104
C 1.31606 1.64778 -2.22090
N 1.56724 1.98235 -3.42427
C 1.40287 1.17209 -4.45565
N 1.29671 0.54900 -5.42646
Br -6.45170 -3.14605 2.52371
C -5.19460 -1.81262 2.01418
C -3.91886 -1.85240 2.54440
C -2.98175 -0.91785 2.12970
C -3.34412 0.06959 1.22401
C -4.64435 0.11881 0.73285
C -5.57503 -0.83688 1.10834
C -2.38628 1.14090 0.79033
O -2.68584 2.30883 0.88733
O -1.25933 0.73919 0.21847
H -3.64876 -2.61580 3.26095
H -1.97543 -0.93770 2.52738
H -4.92401 0.91128 0.05022
H -6.58088 -0.81982 0.71183
```

total charge = -1
frontier orbital gap (alpha / beta) = 7.1 / 7.4 eV
relative energy (zero: lowest compared OMol25 entry of this formula, charge and spin) = 0.000 eV
multiplicity = 2
highest occupied orbital energy (alpha / beta) = -5.41 / -5.45 eV
expectation value of S² = 0.757
LUMO (alpha / beta) = 1.652 / 1.904 eV


(2)
The following is a DFT calculation (the ωB97M-V functional and the def2-TZVPD basis) of a molecular structure, C39H33MoN3O5PS3.

The geometry in XYZ format:
```
85
Properties=species:S:1:pos:R:3
Mo -0.70878 -0.23666 0.75769
C -1.61636 3.73034 -0.78637
C -1.73479 2.39000 -0.14967
N -0.68161 1.58384 -0.14772
N 0.35062 1.95565 -1.02357
C 0.70194 0.95371 -1.76306
S 0.01705 -0.64698 -1.60389
S 1.88653 1.19073 -3.03601
C 1.04622 2.52618 -4.01743
C 0.20952 1.97707 -5.13627
C -1.11019 1.60660 -4.90316
C -1.90078 1.12622 -5.93806
C -1.37209 1.00846 -7.21567
C -0.04590 1.34243 -7.44745
C 0.74324 1.82200 -6.40877
C -3.01679 1.87987 0.28335
C -4.06922 2.75482 0.61588
C -5.34181 2.29278 0.82515
C -5.62399 0.93268 0.63761
C -4.62909 0.04585 0.30333
C -3.32368 0.49299 0.17707
O -2.34308 -0.40171 -0.09855
H -1.77329 3.62289 -1.86522
H -0.62032 4.14181 -0.64035
H -2.37564 4.41142 -0.41566
H 1.86046 3.15115 -4.37717
H 0.45792 3.08888 -3.29645
H -1.52887 1.70221 -3.90297
H -2.93121 0.84677 -5.75105
H -1.99392 0.65864 -8.03037
H 0.37506 1.23339 -8.43965
H 1.78084 2.08779 -6.59243
H -3.86054 3.80809 0.74970
H -6.12647 2.97893 1.11763
H -6.63915 0.56944 0.76009
H -4.83556 -1.00778 0.17019
O 0.26979 0.20538 2.57672
S 0.08968 -1.17458 3.22243
O -0.62794 -1.22362 4.44004
O -0.50823 -1.94624 2.05192
C 1.69705 -1.73644 3.41093
C 2.11930 -2.33983 4.58555
C 3.45470 -2.68296 4.68346
C 4.32020 -2.41038 3.63021
C 3.86385 -1.83335 2.44904
C 2.52984 -1.49030 2.32067
P 1.89083 -0.85899 0.70172
C 2.97359 0.57253 0.43493
C 4.22385 0.43128 -0.17120
C 5.05689 1.53138 -0.31191
C 4.65464 2.77439 0.14985
C 3.42813 2.91462 0.78634
C 2.59171 1.82143 0.93131
C 2.35465 -2.25272 -0.36517
C 2.94014 -2.12570 -1.62354
C 3.24935 -3.25764 -2.36249
C 2.96038 -4.52035 -1.86343
C 2.33079 -4.65346 -0.63411
C 2.02954 -3.52517 0.11508
H 1.41785 -2.52459 5.39152
H 3.82658 -3.14817 5.58632
H 5.37109 -2.65819 3.72534
H 4.55433 -1.65867 1.63316
H 4.56103 -0.53114 -0.52785
H 6.02437 1.41064 -0.78356
H 5.30100 3.63411 0.02137
H 3.12673 3.87744 1.17802
H 1.65755 1.94563 1.45472
H 3.13704 -1.15115 -2.04819
H 3.71025 -3.14980 -3.33635
H 3.21624 -5.40218 -2.43894
H 2.07681 -5.63535 -0.25364
H 1.53862 -3.63999 1.07300
O -2.24512 0.17653 2.39786
N -3.06473 -0.57973 3.13419
C -3.45000 -1.80723 2.74183
C -4.31260 -2.54535 3.52019
C -4.79092 -2.01360 4.70711
C -4.36571 -0.74909 5.09266
C -3.49399 -0.04924 4.29132
H -3.03734 -2.16206 1.81685
H -4.59913 -3.53471 3.18858
H -5.48037 -2.57464 5.32351
H -4.69567 -0.29844 6.01969
H -3.10293 0.92921 4.52218
```

total charge = +2
frontier orbital gap (alpha / beta) = 4.9 / 5.5 eV
multiplicity = 2
highest occupied orbital energy (alpha / beta) = -12.94 / -12.94 eV
expectation value of S² = 0.800
LUMO (alpha / beta) = -8.052 / -7.415 eV


(3)
The following is a DFT calculation (the ωB97M-V functional and the def2-TZVPD basis) of a molecular structure, C39H33N12O3Tl.

The geometry in XYZ format:
```
88
Properties=species:S:1:pos:R:3
Tl 1.46160 1.53983 1.00271
C 6.49842 -2.16713 -11.27240
O 5.79351 -0.94195 -11.29385
C 5.21497 -0.53109 -10.13041
C 5.38509 -1.16798 -8.90388
C 4.74605 -0.67415 -7.77578
C 3.93888 0.45403 -7.85122
C 3.79571 1.09357 -9.08006
C 4.42106 0.60861 -10.21110
N 3.24473 1.03780 -6.75456
N 3.29654 0.37415 -5.70332
C 2.65242 0.91985 -4.59010
C 1.97042 2.13020 -4.58444
C 1.35908 2.63161 -3.45101
C 1.40572 1.96217 -2.21093
O 0.85088 2.42590 -1.16027
C 2.12010 0.68881 -2.20565
N 2.18435 0.02897 -1.02338
C 2.80954 -1.12105 -0.95328
C 3.41516 -1.72167 -2.07021
C 3.37036 -1.07397 -3.27208
C 2.71995 0.17851 -3.37856
H 6.78017 -2.37448 -12.30105
H 5.87127 -2.98025 -10.89836
H 7.40172 -2.09953 -10.66016
H 6.01933 -2.03808 -8.81287
H 4.87487 -1.16231 -6.81976
H 3.17484 1.97948 -9.12860
H 4.31116 1.09854 -11.16978
H 1.93408 2.68370 -5.51400
H 0.82848 3.57513 -3.47757
H 2.83351 -1.60850 0.01750
H 3.90409 -2.68105 -1.96556
H 3.82543 -1.49540 -4.15729
C 0.49453 -3.29957 6.09891
N 0.36432 -3.43840 4.66529
C 0.86684 -2.67382 3.68415
N 0.47373 -3.11657 2.51079
C -0.30986 -4.17611 2.84140
N -0.40733 -4.41092 4.13331
C -0.31632 -2.17021 6.69771
C -0.03547 -1.78138 8.00209
C -0.79122 -0.80181 8.62596
C -1.83521 -0.19530 7.95146
C -2.11302 -0.56979 6.64016
C -1.35421 -1.55415 6.01121
C -3.23281 0.08375 5.96355
N -4.13466 0.83096 6.49964
N -4.98176 1.22334 5.47629
C -4.52787 0.68336 4.39780
O -3.41397 -0.05653 4.62617
C -5.06973 0.82490 3.04685
C -6.28139 1.49250 2.88971
C -6.80014 1.67001 1.61973
C -6.10405 1.20717 0.51273
C -4.88907 0.54875 0.66320
C -4.14587 0.09882 -0.57914
N -2.73297 -0.10496 -0.34055
C -1.85092 0.78888 0.11364
N -0.67755 0.21416 0.26698
C -0.89900 -1.06574 -0.13776
N -2.13541 -1.30763 -0.50455
C -4.38128 0.34264 1.93865
H 1.54917 -3.17817 6.34703
H 0.16126 -4.24821 6.51696
H 1.50819 -1.82428 3.86494
H -0.81337 -4.79141 2.11338
H 0.78025 -2.25368 8.53816
H -0.56660 -0.51258 9.64399
H -2.44463 0.56436 8.42221
H -1.59905 -1.85158 4.99896
H -6.79746 1.86104 3.76599
H -7.74218 2.18553 1.48887
H -6.49983 1.37473 -0.48261
H -4.26626 0.85012 -1.36048
H -4.53809 -0.84244 -0.95924
H -2.08833 1.81932 0.32101
H -0.13536 -1.82333 -0.14973
H -3.43608 -0.16689 2.07862
C -1.92335 3.58972 5.69686
C -1.92672 4.27886 4.32833
C -1.39572 3.40185 3.28196
N -0.97638 2.68987 2.48428
H -2.33228 4.26155 6.44934
H -0.91093 3.31335 5.98874
H -2.53559 2.69066 5.67830
H -1.32280 5.18633 4.34505
H -2.93971 4.56666 4.04499
```

frontier orbital gap = 6.1 eV
relative energy (zero: lowest compared OMol25 entry of this formula, charge and spin) = 0.000 eV
multiplicity = 1
highest occupied orbital energy = -6.38 eV
LUMO = -0.312 eV